No. 1
ORCA calculation (ωB97M-V/def2-TZVPD) on a cluster of 2 separate species, C18H44F2N3O2P in total.

Geometry as XYZ:
```
70
Properties=species:S:1:pos:R:3:mulliken_charge:R:1
C -2.13 -3.36 -2.09 -0.54
C -3.24 -2.79 -1.06 -0.72
C -2.49 -1.96 0.09 -0.25
N -1.57 -2.82 0.90 -0.04
P -1.21 -2.00 2.46 0.09
C -1.06 -3.69 3.42 -0.95
C -2.47 -4.05 4.11 0.48
O -3.19 -4.89 3.54 -0.55
F -2.91 -3.49 5.33 -0.26
C -0.95 -1.01 4.11 -1.06
C -1.63 0.44 4.09 0.57
C -1.30 1.13 5.52 -1.06
F -3.08 0.34 3.97 -0.36
N 0.54 -1.88 2.18 -0.43
C 1.17 -2.87 1.31 -0.50
C 1.40 -2.36 -0.22 -0.37
H -2.60 -3.65 -3.10 0.34
H -1.35 -2.54 -2.25 -0.07
H -1.68 -4.30 -1.62 0.19
H -3.96 -2.09 -1.63 0.33
H -3.88 -3.61 -0.61 0.32
H -3.29 -1.46 0.73 0.28
H -1.89 -1.10 -0.39 -0.11
H -2.15 -3.65 1.13 0.28
H -1.41 -0.72 1.76 -0.21
H -2.63 -2.06 2.75 0.11
H -0.32 -3.54 4.27 0.41
H -0.83 -4.57 2.74 0.39
H 0.17 -0.85 4.30 0.31
H -1.35 -1.56 5.03 0.36
H -1.17 1.02 3.23 0.10
H -0.30 0.66 5.84 0.28
H -1.22 2.25 5.36 0.32
H -2.12 0.82 6.24 0.28
H 0.80 -0.92 1.91 0.25
H 2.26 -2.98 1.71 0.36
H 0.77 -3.93 1.34 0.16
H 2.52 -2.20 -0.45 0.31
H 0.81 -1.42 -0.45 -0.22
H 1.07 -3.25 -0.88 0.17
C -0.81 2.31 -2.44 -1.25
C 0.36 3.01 -3.11 -0.31
N 1.35 3.65 -2.13 -0.01
C 0.60 4.70 -1.31 -1.06
C 2.41 4.45 -2.90 -0.33
C 3.35 3.64 -3.78 -1.15
C 1.95 2.66 -1.11 -0.89
C 2.61 1.40 -1.66 -0.50
O 1.69 0.60 -2.37 -0.06
C 2.29 -0.21 -3.38 -0.98
H -1.46 3.01 -1.91 0.34
H -1.43 1.84 -3.21 0.43
H -0.51 1.53 -1.75 0.23
H -0.01 3.82 -3.74 0.54
H 0.91 2.33 -3.75 0.25
H 0.11 5.39 -2.00 0.38
H 1.32 5.23 -0.69 0.42
H -0.13 4.20 -0.67 0.46
H 2.99 5.01 -2.16 0.37
H 1.86 5.16 -3.52 0.46
H 4.19 3.25 -3.20 0.35
H 3.80 4.31 -4.52 0.43
H 2.87 2.84 -4.32 0.22
H 1.13 2.37 -0.45 0.57
H 2.68 3.23 -0.52 0.38
H 2.97 0.81 -0.81 0.37
H 3.49 1.62 -2.26 0.38
H 3.35 -0.38 -3.19 0.41
H 2.17 0.29 -4.34 0.32
H 1.77 -1.16 -3.41 0.23
```

Results
ΔE to the lowest compared entry with this formula, charge and spin, kcal/mol: 71.69
LUMO energy, eV: -0.87
Total energy, a.u.: -1567.76766

---

No. 2
ORCA calculation (ωB97M-V/def2-TZVPD) on a structure of composition C18H44N2O6Pd.

Geometry as XYZ:
```
71
Properties=species:S:1:pos:R:3:mulliken_charge:R:1
Pd -0.71 -0.44 0.39 0.89
C -0.31 3.65 4.30 -1.43
C -0.26 3.63 2.75 1.40
C 0.22 5.08 2.25 -1.27
C 1.75 5.25 2.61 -0.60
C 2.46 4.27 1.80 -1.12
C 2.13 2.80 2.24 1.42
N 0.66 2.61 2.08 0.34
O 0.15 1.23 2.15 -0.59
C 2.71 2.43 3.68 -1.71
C 2.88 1.98 1.20 -1.80
C -1.68 3.55 2.17 -1.67
H -0.80 4.54 4.69 0.40
H 0.73 3.66 4.64 0.23
H -0.98 2.98 4.84 0.33
H -0.53 5.80 2.54 0.45
H 0.18 5.18 1.17 0.40
H 1.98 5.07 3.66 0.32
H 2.04 6.25 2.29 0.35
H 3.50 4.46 2.05 0.33
H 2.17 4.51 0.78 0.36
H 2.73 3.31 4.32 0.39
H 3.73 2.06 3.58 0.43
H 2.06 1.71 4.18 0.31
H 2.72 2.20 0.14 0.40
H 2.68 0.93 1.37 0.13
H 3.96 2.10 1.31 0.49
H -1.66 3.36 1.09 0.32
H -2.42 4.34 2.26 0.35
H -2.20 2.65 2.51 0.29
C -1.78 -4.92 -1.66 -1.64
C -0.44 -4.11 -1.71 1.53
C 0.38 -4.74 -2.93 -1.35
C 0.03 -4.43 -4.31 -0.75
C 0.03 -2.86 -4.38 -1.42
C -0.95 -2.14 -3.41 1.40
N -0.71 -2.66 -2.02 0.90
O -1.65 -2.01 -1.02 -0.91
C -2.36 -2.33 -3.90 -1.74
C -0.52 -0.66 -3.50 -1.42
C 0.34 -4.32 -0.36 -1.38
H -1.63 -5.99 -1.80 0.44
H -2.50 -4.69 -2.45 0.31
H -2.29 -4.88 -0.69 0.28
H 0.21 -5.82 -2.87 0.44
H 1.45 -4.61 -2.76 0.38
H -0.95 -4.90 -4.44 0.35
H 0.72 -4.90 -5.00 0.37
H -0.26 -2.53 -5.37 0.55
H 1.05 -2.54 -4.15 0.38
H -2.76 -3.35 -3.88 0.27
H -2.43 -1.96 -4.93 0.44
H -3.05 -1.96 -3.14 0.36
H -0.36 -0.33 -4.52 0.34
H 0.42 -0.63 -2.95 0.26
H -1.37 -0.15 -3.05 0.23
H 0.89 -3.39 -0.17 0.13
H 0.90 -5.24 -0.48 0.42
H -0.32 -4.58 0.47 0.24
O 1.29 -0.69 -0.34 -0.37
H 1.99 -0.66 0.31 0.23
H 1.66 -1.20 -1.07 0.18
O -2.74 0.11 1.10 -0.38
H -3.23 0.93 1.02 0.24
H -3.30 -0.46 1.63 0.24
O -0.62 -1.91 1.94 -0.40
H -0.27 -2.06 2.82 0.21
H -1.30 -2.58 1.84 0.28
O -1.06 1.33 -0.78 -0.18
H -0.50 2.10 -0.93 0.19
H -1.89 1.56 -1.18 0.22
```

Results
ΔE to the lowest compared entry with this formula, charge and spin, kcal/mol: 47.72
Spin multiplicity: 3
LUMO energy (spin up / spin down), eV: 0.00 / -0.07
Total energy, a.u.: -1400.76234

---

No. 3
ORCA calculation (ωB97M-V/def2-TZVPD) on a cluster of 3 separate species, C18H45BrN2O7P2 in total.

Geometry as XYZ:
```
75
Properties=species:S:1:pos:R:3:mulliken_charge:R:1
C 2.01 -0.49 -1.07 -0.65
C 2.22 -1.94 -0.71 -0.23
O 2.53 -2.16 0.68 -0.48
P 1.32 -2.20 1.71 1.06
O 0.65 -0.91 1.91 -0.70
C 0.14 -3.49 1.26 -0.85
C -0.99 -3.07 0.30 -0.69
P -2.43 -2.15 1.01 -0.12
Br -2.03 -0.05 0.34 -0.14
O 2.02 -2.77 3.02 -0.33
C 2.13 -1.87 4.14 -0.14
C 3.14 -2.45 5.13 -1.16
H 1.27 0.01 -0.45 0.29
H 1.65 -0.45 -2.10 0.37
H 2.94 0.07 -1.07 -0.03
H 1.39 -2.56 -1.06 0.14
H 3.09 -2.30 -1.26 0.31
H -0.31 -3.81 2.20 0.46
H 0.68 -4.36 0.88 0.43
H -0.66 -2.49 -0.56 0.33
H -1.42 -3.99 -0.09 0.50
H -2.20 -2.15 2.41 0.04
H 1.16 -1.80 4.63 0.28
H 2.46 -0.88 3.84 0.30
H 4.10 -1.94 5.04 0.31
H 3.33 -3.50 4.92 0.30
H 2.81 -2.32 6.15 0.34
C -5.62 -1.88 2.44 0.26
O -5.75 -0.55 2.90 -0.35
C -5.52 0.45 1.90 -0.67
C -6.80 1.19 1.58 -0.24
N -7.74 0.33 0.87 -0.32
C -9.08 0.89 0.72 -0.70
C -9.90 1.15 1.98 -0.47
O -10.29 -0.02 2.68 -0.42
C -9.34 -0.53 3.59 -0.52
H -5.68 -2.53 3.31 0.25
H -6.43 -2.15 1.75 0.29
H -4.66 -2.06 1.94 -0.51
H -5.08 0.01 1.00 0.30
H -4.80 1.16 2.32 0.35
H -6.57 2.05 0.95 0.37
H -7.22 1.56 2.53 0.19
H -7.81 -0.55 1.36 0.08
H -9.65 0.19 0.10 0.37
H -9.00 1.82 0.16 0.40
H -10.83 1.63 1.67 0.35
H -9.40 1.85 2.66 0.34
H -8.74 0.26 4.04 0.28
H -8.67 -1.26 3.12 0.16
H -9.88 -1.05 4.38 0.29
C 6.52 4.89 -4.89 -0.72
O 7.37 3.77 -5.04 -0.35
C 8.19 3.50 -3.91 -0.78
C 7.78 2.21 -3.24 -0.19
N 6.49 2.35 -2.58 -0.33
C 5.92 1.09 -2.09 -0.77
C 5.56 0.03 -3.13 -0.48
O 4.48 0.40 -3.99 -0.39
C 4.85 1.18 -5.11 -0.60
H 6.06 5.09 -5.86 0.24
H 5.72 4.70 -4.16 0.30
H 7.07 5.78 -4.57 0.34
H 8.17 4.34 -3.20 0.41
H 9.22 3.39 -4.27 0.39
H 8.54 1.95 -2.49 0.34
H 7.78 1.43 -4.00 0.19
H 5.84 2.77 -3.22 0.07
H 5.01 1.35 -1.55 0.43
H 6.61 0.65 -1.37 0.41
H 5.22 -0.85 -2.59 0.29
H 6.43 -0.28 -3.72 0.38
H 5.85 0.94 -5.47 0.30
H 4.79 2.25 -4.90 0.19
H 4.13 0.96 -5.90 0.29
```

Results
SMILES: CCOP(=O)(CCPBr)OCC.COCCNCCOC.COCCNCCOC
LUMO energy, eV: 0.40
Total energy, a.u.: -4605.71688

---

No. 4
ORCA calculation (ωB97M-V/def2-TZVPD) on a structure of composition C18H45F18N3O6P3Sr.

Geometry as XYZ:
```
94
Properties=species:S:1:pos:R:3:mulliken_charge:R:1
Sr 7.47 8.82 21.06 0.90
P 12.51 9.28 23.59 1.43
F 12.10 7.81 23.06 -0.34
F 11.53 9.19 24.85 -0.35
F 13.64 8.63 24.50 -0.36
F 12.95 10.84 23.98 -0.42
F 13.59 9.32 22.38 -0.40
F 11.35 9.86 22.54 -0.54
P 9.24 10.71 18.72 1.57
F 9.03 9.34 17.90 -0.40
F 7.66 10.47 19.24 -0.10
F 9.68 10.03 20.08 -0.51
F 9.24 12.13 19.42 -0.44
F 10.83 10.76 18.21 -0.42
F 8.70 11.37 17.28 -0.36
P 4.38 9.44 22.27 1.38
F 5.35 9.99 21.00 -0.65
F 3.06 9.77 21.41 -0.38
F 4.63 8.01 21.58 -0.26
F 3.60 8.68 23.46 -0.38
F 5.80 9.19 23.03 -0.39
F 4.49 10.88 23.03 -0.44
C 10.74 7.07 20.07 -0.84
O 9.35 7.07 19.79 0.28
C 8.91 6.21 18.70 -0.92
C 7.33 6.24 18.63 -0.83
N 6.73 7.63 18.67 0.44
C 5.26 7.64 18.64 0.24
C 4.57 7.33 17.35 -1.18
O 4.56 8.48 16.54 -0.17
C 3.74 8.50 15.40 -1.00
H 11.49 7.04 19.28 0.33
H 10.82 6.11 20.58 0.33
H 10.88 7.98 20.65 0.11
H 9.16 5.17 18.94 0.49
H 9.27 6.46 17.70 0.41
H 6.89 5.58 19.37 0.34
H 7.00 5.72 17.73 0.36
H 7.11 8.15 17.89 0.13
H 4.88 8.57 19.07 -0.30
H 4.83 6.99 19.40 0.13
H 3.57 6.92 17.49 0.63
H 4.98 6.50 16.77 0.44
H 2.83 7.95 15.63 0.36
H 4.08 7.76 14.67 0.38
H 3.61 9.41 14.81 0.27
C 6.02 5.69 22.71 -1.02
O 7.07 6.56 22.62 0.14
C 7.72 6.76 23.89 -1.11
C 9.07 7.48 23.89 -1.04
N 8.88 8.76 23.18 1.96
C 8.50 9.77 24.16 -1.13
C 8.61 11.19 23.48 -0.98
O 7.59 11.29 22.49 0.28
C 7.40 12.63 22.04 -0.86
H 5.20 6.27 23.13 0.36
H 6.19 4.79 23.30 0.30
H 5.75 5.54 21.66 0.14
H 7.87 5.90 24.55 0.56
H 6.99 7.25 24.53 0.50
H 9.95 6.94 23.56 0.61
H 9.29 7.64 24.94 0.32
H 9.86 8.95 23.03 -1.10
H 9.17 9.88 25.01 0.63
H 7.49 9.60 24.53 0.37
H 9.55 11.28 22.93 0.42
H 8.60 11.88 24.32 0.39
H 6.46 12.48 21.51 0.15
H 8.21 12.78 21.32 0.27
H 7.14 13.51 22.62 0.33
C 5.10 17.06 13.95 -0.79
O 4.89 16.88 15.34 -0.35
C 6.00 17.10 16.11 -0.63
C 6.80 15.72 16.21 -0.67
N 6.20 14.67 17.08 -0.26
C 6.73 13.31 16.84 -0.50
C 5.66 12.23 16.97 -0.28
O 4.88 12.38 18.13 -0.34
C 4.03 11.34 18.39 -0.50
H 5.90 16.58 13.38 0.32
H 5.42 18.07 13.70 0.34
H 4.19 16.69 13.48 0.29
H 5.85 17.56 17.09 0.38
H 6.74 17.70 15.58 0.40
H 7.64 16.11 16.78 0.31
H 7.02 15.59 15.15 0.33
H 6.76 15.04 17.83 0.33
H 7.43 13.08 17.64 0.02
H 7.28 13.08 15.93 0.34
H 5.98 11.20 16.80 0.24
H 4.88 12.46 16.25 0.42
H 3.13 11.66 17.86 0.41
H 3.85 11.25 19.46 0.06
H 4.27 10.35 18.01 0.08
```

Results
LUMO energy, eV: 1.92
Total energy, a.u.: -4181.58918
Total charge: -1